18
Properties=species:S:1:pos:R:3 method="wB97M-V/def2-TZVPD" smiles="C=c1nc(N)c(=C)n1C" homo_lumo_gap_ev=7.785 lumo_ev=0.47 de_lowest_ev=1.010
C -0.7585 -0.0014 -0.5061
C -1.2265 -0.3699 0.8604
C 0.8957 -0.2631 0.9775
C -1.4301 0.2516 -1.6285
C 2.1793 -0.4328 1.5374
C 1.5223 0.8311 -1.1744
N -0.2302 -0.5088 1.7113
N 0.6169 0.0222 -0.3563
N -2.5368 -0.5856 1.1051
H -0.8753 0.5623 -2.4828
H -2.4488 0.3727 -1.7611
H 3.1554 -0.5478 1.0673
H 2.0226 -0.7949 2.5364
H 0.8407 1.4266 -1.7625
H 2.0711 1.4929 -0.5513
H 2.1951 0.2536 -1.9956
H -3.1859 -0.7183 0.3274
H -2.8069 -0.9905 2.0959


21
Properties=species:S:1:pos:R:3 method="wB97M-V/def2-TZVPD" homo_lumo_gap_ev="8.839 / 6.674" lumo_ev="0.87 / -0.04" de_lowest_ev=7.105
C 0.9654 1.5013 0.3506
C -2.6508 -0.3402 -0.6400
C 1.3269 2.2399 -0.8966
N -1.2224 -0.4319 -0.5026
H -0.6252 -0.4343 -1.3243
H 1.6926 1.5717 1.1502
H -0.0347 1.7118 0.7073
H -3.0806 -1.2287 -1.1161
H -2.8672 0.5310 -1.2601
H -3.1138 -0.1896 0.3343
H 2.1459 1.7302 -1.4174
H 0.4992 2.2657 -1.6062
H 1.6933 3.2561 -0.7189
C 1.0763 -0.7967 0.4298
N 1.8375 -1.4236 1.3612
N -0.6484 -1.0125 0.5908
N -0.9919 -2.0395 1.3023
O 1.4189 -0.6612 -0.7451
H 1.4233 -1.6692 2.2470
H 2.6692 -1.9076 1.0709
H -1.5135 -2.6726 0.6829


71
Properties=species:S:1:pos:R:3 method="wB97M-V/def2-TZVPD" smiles="[H]/N=C/C[C@]1(P(=O)(O)O)OC(=O)O[C@@]1(N)CCCC.COC(=O)OC.COC(=O)OC.COC(=O)OC" homo_lumo_gap_ev=9.938 lumo_ev=-0.28
C -2.1238 5.2468 -3.8559
C -1.4510 4.1204 -3.0234
C -2.4289 3.7428 -1.8788
C -2.0461 2.4724 -1.0866
C -0.5624 2.3877 -0.6198
N 0.3099 1.7746 -1.6145
O -0.6521 1.3213 0.3811
C 0.6219 1.3776 0.9196
O 1.3800 0.5367 1.0141
O 0.8012 2.7045 1.2661
C 0.0094 3.4624 0.3217
C 0.9296 4.6050 -0.1805
C 1.9402 4.2519 -1.2558
N 3.1587 4.0646 -1.0411
P -1.1852 4.3204 1.5041
O -2.2357 3.4553 1.9924
O -0.2351 4.8832 2.7116
O -1.8550 5.6487 0.8260
H -2.9458 4.7582 -4.3970
H -1.4228 5.7184 -4.5498
H -2.5834 5.9678 -3.1708
H -0.5506 4.5177 -2.5305
H -1.1686 3.2678 -3.6520
H -2.5693 4.6328 -1.2547
H -3.3958 3.5426 -2.3669
H -2.6430 2.3552 -0.1732
H -2.3079 1.6173 -1.7240
H 0.5549 2.4103 -2.3677
H -0.2556 1.0425 -2.0389
H 1.5187 4.9413 0.6866
H 0.3920 5.5030 -0.5236
H 1.5804 4.1950 -2.2981
H 3.5968 3.8456 -1.9374
H 0.0400 5.7710 2.4313
H -1.2157 6.3710 0.7286
C 8.0944 -1.7638 0.7366
O 7.0228 -1.9521 1.6585
C 5.9630 -1.1647 1.4365
O 5.8631 -0.3512 0.5546
O 5.0439 -1.4406 2.3603
C 3.8421 -0.6687 2.2496
H 8.8869 -2.4527 1.0191
H 7.7739 -1.9943 -0.2789
H 8.4771 -0.7454 0.7934
H 3.3513 -0.8536 1.2988
H 4.0553 0.3923 2.3690
H 3.1787 -0.9840 3.0512
C -1.9632 -1.7100 1.0871
O -2.2368 -2.8504 0.2660
C -2.2376 -2.5890 -1.0437
O -2.0351 -1.5166 -1.5546
O -2.5033 -3.7262 -1.6925
C -2.5368 -3.5995 -3.1144
H -1.9881 -2.0386 2.1239
H -0.9738 -1.3110 0.8705
H -2.7238 -0.9438 0.9459
H -1.5692 -3.2742 -3.4941
H -3.3200 -2.9071 -3.4205
H -2.7600 -4.5832 -3.5197
C -2.7732 -5.3683 0.9833
O -3.1582 -6.4163 1.8851
C -2.1442 -7.1505 2.3384
O -0.9817 -7.0054 2.0589
O -2.6404 -8.0816 3.1622
C -1.6568 -8.9472 3.7268
H -3.6757 -4.8458 0.6846
H -2.1103 -4.6706 1.4766
H -2.3006 -5.7837 0.0951
H -0.9460 -8.3820 4.3284
H -1.1385 -9.5025 2.9459
H -2.1791 -9.6513 4.3702